(1)
Below is 11 unconnected molecules or ions with the total composition C56H113BF4N16O6 at a distorted geometry, with properties calculated with ωB97M-V/def2-TZVPD.

Positions of all 196 atoms, in Å:
O -1.16203 0.01138 1.01458
C -1.26219 -0.59920 -0.23584
C -0.08895 -1.10362 -1.14853
O 0.88348 -0.28000 -1.72165
H -2.01098 -0.06412 -0.87307
H -1.88549 -1.52245 -0.09852
H -0.53096 -1.79014 -1.90050
H 0.45553 -1.85024 -0.51222
C -1.15716 0.90498 7.24317
C -1.92779 1.42059 6.02450
N -2.73471 0.36674 5.43070
C -3.92846 -0.12496 5.90532
C -4.29789 -1.17647 5.13946
N -3.35454 -1.27404 4.12558
C -2.42287 -0.36615 4.35739
C -3.37984 -2.25895 3.04104
H -0.59983 1.71086 7.71915
H -0.39544 0.17157 6.96274
H -1.84344 0.44930 7.95336
H -1.28565 1.97836 5.34827
H -2.63706 2.14450 6.43444
H -4.41381 0.34609 6.74535
H -5.05451 -1.93451 5.25194
H -1.64396 -0.10261 3.65695
H -3.70509 -1.72501 2.15074
H -4.04615 -3.09217 3.24070
H -2.36556 -2.62283 2.90267
C -5.97069 0.46390 -0.67705
C -5.45300 -0.04884 0.66283
N -5.48026 0.95700 1.70649
C -4.36425 1.51201 2.28541
C -4.79695 2.25674 3.32335
N -6.16545 2.38014 3.22418
C -6.53862 1.62976 2.18380
C -7.08745 3.10968 4.09948
H -5.26271 1.14081 -1.16166
H -6.90011 1.03386 -0.62784
H -6.16887 -0.31251 -1.41643
H -4.42377 -0.36854 0.49553
H -6.04796 -0.92345 0.93070
H -3.34573 1.21739 2.05116
H -4.26405 2.86170 4.03813
H -7.54279 1.48366 1.81612
H -6.52136 3.81431 4.70390
H -7.56441 2.44672 4.82115
H -7.85135 3.59103 3.49670
C -1.42700 3.27967 -8.22552
C -1.20512 1.83281 -7.78266
N -0.61474 1.70649 -6.46087
C 0.35827 0.81657 -6.02713
C 0.48361 0.94285 -4.69246
N -0.38031 1.93090 -4.26604
C -1.01197 2.33203 -5.36709
C -0.48669 2.51068 -2.94819
H -0.74237 3.98759 -7.75310
H -2.37187 3.57790 -7.75378
H -1.50090 3.49353 -9.28492
H -0.47523 1.43666 -8.49481
H -2.08384 1.20703 -7.92639
H 0.83041 0.09654 -6.67428
H 1.21637 0.49928 -4.03876
H -1.76590 3.10179 -5.26866
H -1.11940 3.39103 -3.02460
H 0.47779 2.77926 -2.51676
H -0.88867 1.76436 -2.26478
C 1.34427 -3.00287 4.37313
C 1.27912 -1.86262 3.37932
N 1.58923 -0.53156 3.92675
C 1.03403 0.67101 3.56718
C 1.71772 1.61638 4.26201
N 2.69348 0.99108 4.98524
C 2.59139 -0.32069 4.78370
C 3.66405 1.64883 5.87823
H 2.27986 -3.10505 4.91843
H 1.11309 -3.93099 3.85357
H 0.54663 -2.86396 5.10802
H 0.31053 -1.83031 2.87831
H 2.00503 -2.01341 2.57417
H 0.18283 0.71843 2.89858
H 1.57449 2.68272 4.29522
H 3.18574 -1.07702 5.26621
H 4.52879 1.81431 5.23925
H 3.86156 0.99653 6.72517
H 3.32622 2.58895 6.30583
C 4.46864 1.16830 -4.21895
C 5.01627 -0.05243 -4.96492
N 4.09191 -1.20076 -4.91772
C 3.94264 -2.14231 -5.91781
C 2.98405 -3.00952 -5.50484
N 2.62341 -2.62612 -4.23643
C 3.25284 -1.49483 -3.92696
C 1.73412 -3.31662 -3.29531
H 4.56314 1.08322 -3.13320
H 3.47599 1.45252 -4.55261
H 5.21635 1.93682 -4.42846
H 5.99803 -0.38547 -4.64088
H 5.03409 0.29050 -5.99816
H 4.70873 -2.18002 -6.67539
H 2.63057 -3.93536 -5.92611
H 3.12423 -0.96076 -2.99746
H 0.69235 -3.07594 -3.49470
H 2.01154 -3.04684 -2.28235
H 1.86643 -4.38450 -3.46192
C -7.46941 4.18652 -0.67909
C -6.39716 5.22819 -0.96921
N -5.16375 4.91561 -0.21360
C -4.80759 5.33322 1.04609
C -3.61749 4.76364 1.32479
N -3.22173 4.01939 0.22574
C -4.22650 4.09149 -0.65332
C -2.13430 3.03626 0.19193
H -7.24332 3.17487 -1.00907
H -8.38686 4.47202 -1.19591
H -7.71468 4.22621 0.38609
H -6.79917 6.20559 -0.71809
H -6.09333 5.20395 -2.01393
H -5.34603 6.09727 1.58229
H -3.04776 4.73416 2.23675
H -4.32841 3.55070 -1.57588
H -2.54678 2.13772 -0.26085
H -1.80817 2.85823 1.21134
H -1.30596 3.42088 -0.39793
C -3.48006 -4.14022 -0.16623
C -4.28383 -3.20561 -1.04054
N -3.70528 -3.11262 -2.38513
C -3.49017 -4.16196 -3.25391
C -2.84905 -3.64624 -4.32025
N -2.71718 -2.28604 -4.11840
C -3.24645 -1.99133 -2.93449
C -2.13511 -1.42233 -5.13282
H -3.47244 -5.16745 -0.52406
H -3.78349 -4.14261 0.87934
H -2.44973 -3.76970 -0.16011
H -4.34029 -2.17564 -0.69114
H -5.32926 -3.51102 -1.12235
H -3.78593 -5.16256 -2.99093
H -2.41415 -4.14051 -5.17181
H -3.21262 -1.00219 -2.49870
H -1.14393 -1.61874 -5.52881
H -2.09248 -0.45334 -4.62859
H -2.84688 -1.33452 -5.95190
C 2.26249 -4.84785 0.60068
O 3.65384 -4.88791 0.37504
C 4.38446 -4.20587 1.35879
C 5.76130 -3.80190 0.93568
N 6.66803 -4.90870 0.45424
H 6.79888 -5.62728 1.16860
H 6.33354 -5.29982 -0.42611
C 8.03655 -4.38913 0.05419
C 8.72977 -3.54262 1.08334
O 8.77756 -4.36723 2.23131
C 9.55074 -3.87572 3.33139
H 1.93880 -5.35151 1.51630
H 1.78764 -5.37512 -0.22622
H 1.86864 -3.82301 0.56581
H 4.41013 -4.83992 2.25557
H 3.92002 -3.26413 1.68774
H 6.20543 -3.45472 1.86983
H 5.81079 -3.03775 0.16235
H 8.01993 -3.90958 -0.92335
H 8.64366 -5.29115 -0.03234
H 8.30901 -2.56825 1.35832
H 9.75929 -3.38732 0.73935
H 9.57057 -4.70865 4.02911
H 9.04901 -3.05319 3.84891
H 10.55175 -3.60141 3.00139
C 4.13175 4.08760 2.71398
O 3.40018 3.07072 2.01341
C 2.41713 3.60110 1.16964
C 1.57395 2.50457 0.53541
N 2.36305 1.40078 -0.08587
H 1.74476 0.75199 -0.64315
H 3.09518 1.78603 -0.68348
C 2.94440 0.40747 0.86559
C 3.84290 -0.56271 0.09560
O 4.80633 -0.02322 -0.77309
C 5.77975 0.76414 -0.11759
H 5.14695 3.73230 2.88672
H 3.64701 4.19089 3.68853
H 4.22198 5.04828 2.20860
H 2.82948 4.22284 0.36181
H 1.76041 4.32241 1.67668
H 0.94917 2.90565 -0.26273
H 0.84188 2.00680 1.17284
H 2.09543 -0.20810 1.18055
H 3.35690 0.83056 1.77546
H 3.22838 -1.21812 -0.52578
H 4.34580 -1.22970 0.81037
H 6.50090 1.22181 -0.78941
H 6.40134 0.16449 0.56532
H 5.33701 1.52583 0.53541
B -4.04470 2.19965 -3.65330
F -3.31122 1.41455 -2.69950
F -3.45790 3.49501 -3.71336
F -3.96765 1.53879 -4.86815
F -5.35647 2.39712 -3.22470

Cartesian forces (eV/Å) of the 2 atoms listed first:
1.1 0.2 -0.1
-1.7 -0.2 0.1

Summary:
Frontier orbital gap: 0.2634 Eh
HOMO level: -18.3 eV
Net charge: +6
Multiplicity: 1
ΔE to the lowest compared entry with this formula, charge and spin: 0.000 eV

These are the Mulliken partial charges, in e, on atoms 1 to 4: -0.4130, 1.2182, 0.1743, -0.5649

(2)
Below is a molecular structure, C56H120N6O7 at a distorted geometry, with properties calculated with ωB97M-V/def2-TZVPD.

Positions of all 189 atoms, in Å:
C -0.77748 0.28776 -0.52283
C 0.60402 0.60363 0.07389
O 0.56793 0.92437 1.41017
H -1.01378 -0.66372 -0.04641
H -0.73393 0.08693 -1.59328
H -1.55643 0.97833 -0.19967
H 1.14684 1.43326 -0.37904
H 1.23386 -0.28471 0.02658
H 0.21930 1.81441 1.49908
C -0.74135 -1.11909 -5.71016
C -1.99775 -0.29986 -6.02518
C -3.14349 -1.31777 -6.05769
C -3.57623 -1.88906 -4.65471
C -3.90641 -0.71636 -3.73442
C -2.79672 0.34831 -3.65967
N -2.33385 0.77036 -5.01200
O -1.28935 1.75983 -4.91248
C -3.37601 1.56481 -2.90591
C -1.61740 -0.17609 -2.81686
C -1.94425 0.22513 -7.48859
H -0.75864 -1.80119 -4.86014
H 0.13703 -0.48462 -5.59178
H -0.42338 -1.81174 -6.48941
H -4.11399 -0.87748 -6.28658
H -2.92466 -2.01554 -6.86597
H -2.75240 -2.46535 -4.23364
H -4.48851 -2.47860 -4.74575
H -4.01641 -1.16190 -2.74573
H -4.84083 -0.26408 -4.06670
H -4.10882 2.10014 -3.50967
H -3.74881 1.36316 -1.90169
H -2.57336 2.28965 -2.77002
H -0.62889 0.28316 -2.81003
H -2.01273 -0.18054 -1.80108
H -1.41096 -1.24396 -2.88847
H -2.95561 0.40780 -7.85175
H -1.50295 -0.48156 -8.19140
H -1.34120 1.13258 -7.51969
H -1.80213 2.56024 -5.04665
C -2.22578 1.94617 1.91780
C -1.34692 3.18927 2.00655
C -0.85137 3.26813 3.42692
C 0.22028 4.31007 3.67285
C 1.43842 4.03514 2.79633
C 1.11285 3.84931 1.27069
N -0.16320 3.06813 1.05615
O -0.41526 2.68265 -0.23280
C 0.88029 5.20414 0.61010
C 2.32849 3.09796 0.71604
C -2.23068 4.43154 1.62345
H -3.03562 1.90318 2.64609
H -1.61520 1.05990 2.09045
H -2.57544 1.76286 0.90181
H -1.67900 3.61552 4.04536
H -0.57710 2.32530 3.90015
H 0.50771 4.28593 4.72399
H -0.22612 5.28890 3.49755
H 1.94986 3.17975 3.23775
H 2.16591 4.84588 2.83580
H 1.79614 5.79207 0.54961
H 0.32593 5.16234 -0.32748
H 0.36516 5.87500 1.29762
H 2.45255 2.10491 1.14797
H 2.16464 2.94746 -0.35101
H 3.29170 3.60526 0.77068
H -3.12581 4.52060 2.23900
H -2.45178 4.34715 0.55945
H -1.72147 5.38756 1.74526
H -0.61700 3.50093 -0.69250
C 4.04309 -1.52116 1.71944
C 4.40822 -0.11216 1.25209
C 3.87997 0.82834 2.37306
C 4.44725 2.34955 2.34672
C 5.96659 2.31304 2.37661
C 6.56452 1.44850 1.22029
N 5.86443 0.09888 1.13498
O 6.45609 -0.83742 0.20618
C 6.49181 2.20677 -0.13718
C 8.01213 1.22032 1.58120
C 3.64708 0.18717 -0.02054
H 4.66417 -1.82526 2.56199
H 4.34241 -2.17846 0.90307
H 3.01410 -1.68059 2.04173
H 2.79217 0.79701 2.43480
H 4.19822 0.41346 3.32945
H 3.99441 2.86069 3.19629
H 4.06264 2.82981 1.44698
H 6.42926 2.21498 3.35866
H 6.16008 3.37650 2.23622
H 5.48876 2.57831 -0.34684
H 7.04017 3.14810 -0.17324
H 6.88248 1.68075 -1.00825
H 8.52809 2.17323 1.69891
H 8.06362 0.58045 2.46212
H 8.45853 0.56133 0.83651
H 4.04757 -0.46769 -0.79440
H 3.77032 1.20920 -0.37884
H 2.58422 0.02885 0.16213
H 6.90040 -1.46602 0.77981
C 2.04115 -2.97724 3.66520
C 1.04467 -2.53197 2.60119
C -0.11274 -3.58556 2.55997
C -1.06216 -3.35283 3.75882
C -1.65168 -1.97556 3.75236
C -0.48170 -0.88244 3.86572
N 0.53563 -1.16292 2.81680
O 1.55588 -0.12121 2.67980
C -1.12409 0.51277 3.53755
C 0.06625 -0.79611 5.26764
C 1.68566 -2.60349 1.20451
H 2.76552 -3.67994 3.25338
H 2.64450 -2.12192 3.96935
H 1.61597 -3.37985 4.58456
H -0.68842 -3.38755 1.65582
H 0.30482 -4.58721 2.45781
H -2.00035 -3.85501 3.52275
H -0.62532 -3.49864 4.74675
H -2.33635 -1.92866 4.59920
H -2.19506 -1.81339 2.82147
H -1.90713 0.80937 4.23539
H -1.58531 0.48011 2.55048
H -0.40704 1.33274 3.49771
H -0.74775 -0.53705 5.94468
H 0.82734 -0.01760 5.32034
H 0.45749 -1.73220 5.66609
H 2.25828 -1.70859 0.96088
H 2.37808 -3.44050 1.11470
H 0.92637 -2.62092 0.42267
H 1.22612 0.38220 1.93185
C -6.61042 1.24663 2.59418
C -6.54528 0.15460 1.49518
C -6.08993 0.72572 0.20132
C -4.63693 1.02578 0.02433
C -3.78813 -0.29839 0.19339
C -4.15257 -0.92917 1.56614
N -5.66457 -0.99091 1.83907
O -6.00720 -1.56546 3.06223
C -3.65367 -2.41807 1.44852
C -3.35575 -0.22037 2.65298
C -7.93558 -0.44776 1.16244
H -6.73803 0.92550 3.62795
H -7.45963 1.88256 2.34412
H -5.78204 1.95341 2.54561
H -6.39066 0.25135 -0.73282
H -6.52504 1.72143 0.11569
H -4.39188 1.67993 0.86107
H -4.26795 1.54705 -0.85898
H -2.70880 -0.15183 0.15269
H -4.17074 -0.96610 -0.57853
H -3.74849 -2.98709 2.37336
H -4.25179 -2.86070 0.65199
H -2.61690 -2.37420 1.11492
H -3.90695 0.67126 2.95176
H -3.17569 -0.86284 3.51490
H -2.32862 0.03792 2.39529
H -8.62222 0.28771 0.74325
H -8.31513 -0.83434 2.10826
H -7.92860 -1.35127 0.55275
H -6.72627 -2.15164 2.81537
C 3.81862 -1.84144 -0.97764
C 2.71114 -2.43694 -1.79900
C 1.66622 -1.21967 -1.81107
C 0.53699 -1.34815 -2.93851
C 1.23850 -1.49024 -4.28199
C 2.29232 -2.62842 -4.33412
N 3.20160 -2.60747 -3.14732
O 4.20584 -3.52865 -3.22543
C 1.48339 -3.96054 -4.56824
C 3.18561 -2.29547 -5.52847
C 2.04897 -3.64278 -1.15611
H 4.57409 -2.61282 -0.82817
H 3.53665 -1.46078 0.00403
H 4.41397 -1.06763 -1.46228
H 1.11666 -1.09254 -0.87837
H 2.18607 -0.29410 -2.05843
H -0.04448 -0.42902 -2.86649
H -0.13274 -2.19174 -2.77140
H 1.80736 -0.56957 -4.41182
H 0.49415 -1.48553 -5.07824
H 1.11304 -4.02782 -5.59118
H 2.09190 -4.84492 -4.37935
H 0.70434 -4.17276 -3.83603
H 2.61432 -2.15903 -6.44668
H 3.75468 -1.38187 -5.35641
H 3.85407 -3.14340 -5.67774
H 1.68952 -3.40037 -0.15605
H 2.71741 -4.49270 -1.01853
H 1.16362 -3.91746 -1.72953
H 4.99681 -2.98585 -3.18881

Cartesian forces (eV/Å) of the 2 atoms listed first:
3.2 -0.7 2.5
-0.5 -0.2 -1.0

Summary:
Frontier orbital gap: 0.2733 Eh
HOMO level: -7.2 eV
Multiplicity: 1
ΔE to the lowest compared entry with this formula, charge and spin: 37.467 eV

These are the Mulliken partial charges, in e, on atoms 1 to 4: -1.3059, -0.6877, 0.6521, 0.6768